# 1
This record from OMol25 describes a 12-piece molecular cluster, C41H86F21N4O25PS7 overall in a non-equilibrium geometry. The level of theory is ωB97M-V/def2-TZVPD.

Calculated values
- charge = -2

Geometry as XYZ:
```
185
Properties=species:S:1:pos:R:3:mulliken_charge:R:1
C -4.171 -0.560 -2.224 -0.7690
C -3.986 -1.512 -1.084 -0.2000
O -2.944 -1.840 -0.661 0.0864
N -5.250 -1.833 -0.255 0.2100
H -6.110 -1.558 -0.726 0.4249
H -5.362 -2.862 -0.128 0.5735
C -5.207 -1.194 1.097 -0.5810
H -3.482 -0.816 -3.032 -0.1171
H -3.771 0.398 -1.882 0.2750
H -5.180 -0.645 -2.620 0.5067
H -5.560 -1.953 1.790 0.3557
H -5.851 -0.315 1.159 0.3409
H -4.236 -0.757 1.316 -0.0015
C -0.457 0.326 2.634 -0.4668
N -0.230 -0.324 1.279 1.4620
C -1.012 0.403 0.191 -0.5238
C 1.207 -0.120 0.901 -0.3159
C -0.664 -1.775 1.228 1.6855
C 0.151 -2.795 2.015 -1.5799
O -0.016 -2.690 3.396 0.9887
H -1.511 0.164 2.854 0.2937
H -0.235 1.383 2.518 -0.1828
H 0.172 -0.127 3.394 0.1776
H -2.081 0.211 0.197 -0.1634
H -0.597 -0.003 -0.731 0.2043
H -0.743 1.454 0.171 0.0358
H 1.762 -0.674 1.654 0.4830
H 1.447 0.940 0.936 0.1165
H 1.376 -0.563 -0.075 -0.1532
H -0.765 -2.129 0.203 -0.7750
H -1.714 -1.722 1.531 -0.1207
H 1.183 -2.790 1.654 0.3031
H -0.216 -3.776 1.690 0.2390
H 0.806 -2.911 3.878 -0.0650
C -2.935 5.637 3.609 -1.0675
N -1.972 4.717 4.323 0.8228
C -2.782 3.746 5.111 -1.0736
C -1.271 3.961 3.214 -1.0123
C -0.949 5.504 5.141 0.0293
C -1.521 6.444 6.190 -0.8083
O -1.985 5.772 7.351 -0.4713
H -3.576 4.969 3.044 0.3763
H -2.354 6.397 3.092 0.3456
H -3.572 6.206 4.289 0.3753
H -3.253 4.204 5.974 0.2985
H -2.089 2.962 5.383 0.3529
H -3.596 3.403 4.472 0.3604
H -1.997 3.228 2.848 0.3099
H -0.545 3.274 3.659 -0.0593
H -0.969 4.642 2.429 0.6496
H -0.330 6.083 4.453 0.4675
H -0.297 4.726 5.554 0.0285
H -2.287 7.125 5.803 0.2899
H -0.724 7.099 6.549 0.3630
H -2.938 5.687 7.287 0.3061
C -1.786 -4.768 4.928 -0.6831
N -2.384 -3.827 5.921 1.2001
C -2.323 -2.401 5.415 -0.8385
C -3.818 -4.223 6.112 -0.6755
C -1.618 -3.795 7.243 -0.1369
C -1.179 -5.153 7.787 -1.0336
O -2.228 -6.121 7.894 -0.5831
H -2.007 -5.762 5.323 0.5853
H -0.700 -4.711 4.958 0.2043
H -2.234 -4.624 3.951 -0.1836
H -2.758 -1.729 6.145 0.3832
H -2.848 -2.408 4.461 0.1778
H -1.259 -2.243 5.254 0.1788
H -4.268 -4.505 5.160 0.0685
H -4.417 -3.499 6.658 0.2903
H -3.789 -5.147 6.689 0.3989
H -2.237 -3.226 7.937 0.4744
H -0.714 -3.208 7.067 0.0413
H -0.629 -5.068 8.725 0.5563
H -0.404 -5.547 7.129 0.2423
H -2.895 -5.730 8.469 0.3699
C 3.803 0.975 -12.522 -1.2999
C 3.776 1.953 -11.350 -0.4709
C 3.050 1.406 -10.129 -0.8143
C 3.031 2.271 -8.901 -0.9512
P 2.106 1.608 -7.437 0.7700
C 2.004 3.010 -6.287 -0.1310
C 1.352 4.286 -6.852 -1.1640
C 0.811 5.291 -5.826 -0.3559
C 1.910 5.854 -4.936 -1.3500
C 2.981 0.221 -6.620 -0.7333
C 4.291 0.660 -5.931 -0.6958
C 4.915 -0.548 -5.244 -0.8065
C 4.290 -0.818 -3.841 -0.9174
C 0.453 1.192 -7.956 -1.3658
C -0.580 1.167 -6.809 -1.2053
C -0.235 0.430 -5.515 0.9035
C -1.406 0.582 -4.553 -1.3879
H 2.802 0.889 -12.946 0.3358
H 4.072 -0.049 -12.252 0.3318
H 4.559 1.282 -13.242 0.3795
H 3.425 2.940 -11.660 0.3396
H 4.786 2.217 -11.004 0.3919
H 3.292 0.363 -9.909 0.4214
H 2.020 1.316 -10.514 0.2740
H 2.577 3.247 -9.087 0.5993
H 4.070 2.465 -8.610 0.6274
H 2.993 3.228 -5.884 0.9634
H 1.390 2.620 -5.472 -0.3540
H 0.520 3.941 -7.476 0.3340
H 2.059 4.805 -7.504 0.3289
H -0.010 4.836 -5.267 0.2531
H 0.348 6.102 -6.391 0.4603
H 2.384 6.663 -5.509 0.4241
H 2.763 5.196 -4.774 0.2864
H 1.566 6.336 -4.024 0.3410
H 3.217 -0.463 -7.444 0.6048
H 2.309 -0.364 -5.991 0.4426
H 4.164 1.434 -5.170 0.2595
H 4.925 1.177 -6.659 0.3935
H 5.922 -0.265 -4.930 0.3829
H 4.847 -1.463 -5.827 0.3831
H 4.619 -1.794 -3.491 0.4165
H 3.211 -0.994 -3.963 0.0459
H 4.359 -0.005 -3.124 0.4154
H 0.514 0.255 -8.513 0.5847
H 0.098 1.958 -8.650 0.5508
H -1.373 0.589 -7.297 0.5314
H -1.071 2.113 -6.586 0.4254
H 0.632 0.829 -4.983 -0.1857
H -0.103 -0.652 -5.597 0.3081
H -1.791 1.599 -4.387 0.4993
H -1.191 0.226 -3.550 -0.4591
H -2.356 0.149 -4.883 0.6220
C 3.697 1.371 3.579 0.4508
F 2.844 0.321 3.524 -0.2111
F 4.890 0.831 3.827 -0.2218
F 3.704 1.957 2.369 -0.2265
S 3.012 2.609 4.836 1.1015
O 3.901 3.781 4.934 -0.7396
O 1.707 3.015 4.331 -0.5873
O 3.019 1.787 6.043 -0.6530
C -1.717 0.921 8.024 0.3653
F -1.436 1.461 9.211 -0.2269
F -1.841 -0.402 8.068 -0.1351
F -2.914 1.465 7.706 -0.2852
S -0.359 1.403 6.787 0.9427
O -0.258 2.857 6.996 -0.6856
O 0.825 0.688 7.165 -0.3846
O -0.933 1.011 5.499 -0.4281
C 3.362 -2.837 -0.477 0.3570
F 4.219 -2.525 -1.452 -0.2036
F 3.588 -2.170 0.666 -0.1211
F 2.123 -2.602 -0.931 -0.1572
S 3.578 -4.682 -0.069 1.0590
O 3.407 -5.304 -1.378 -0.7162
O 4.931 -4.853 0.467 -0.6819
O 2.546 -5.031 0.896 -0.5642
C -3.117 -5.612 1.467 0.5860
F -2.402 -4.539 1.135 -0.0117
F -3.180 -6.409 0.388 -0.2603
F -2.592 -6.307 2.473 -0.2054
S -4.895 -5.094 1.957 0.9162
O -5.670 -6.311 2.049 -0.7087
O -4.732 -4.391 3.234 -0.7131
O -5.271 -4.148 0.885 -0.7841
C -0.418 -3.062 -2.894 0.5283
F 0.766 -3.082 -3.454 -0.1764
F -0.443 -3.782 -1.799 -0.1137
F -0.764 -1.774 -2.625 -0.2172
S -1.766 -3.574 -4.106 1.0476
O -1.434 -2.836 -5.340 -0.6818
O -1.685 -5.012 -4.273 -0.7054
O -3.015 -3.091 -3.540 -0.6304
C 3.782 -4.317 6.165 0.5310
F 3.358 -5.299 5.355 -0.2315
F 4.387 -4.844 7.233 -0.2331
F 4.643 -3.576 5.482 -0.2016
S 2.355 -3.245 6.709 1.2323
O 1.622 -3.895 7.799 -0.7472
O 2.957 -2.006 7.154 -0.7240
O 1.562 -3.141 5.470 -1.3588
C 0.928 2.806 -2.148 0.3553
F 1.188 1.509 -1.939 -0.0829
F 1.823 3.207 -3.070 -0.2544
F -0.300 2.983 -2.639 -0.2361
S 1.220 3.935 -0.657 1.3506
O 2.662 3.931 -0.555 -0.7255
O 0.572 5.195 -1.012 -0.7525
O 0.554 3.322 0.482 -0.4891
```


# 2
This record from OMol25 describes a 6-piece molecular cluster, C41H92F6N5P overall in a non-equilibrium geometry. The level of theory is ωB97M-V/def2-TZVPD.

Calculated values
- charge = +4
- relative energy (zero: lowest compared OMol25 entry of this formula, charge and spin) (kJ/mol) = 0.0

Geometry as XYZ:
```
145
Properties=species:S:1:pos:R:3:mulliken_charge:R:1
P 0.471 0.143 0.264 2.0688
F 1.436 0.772 1.405 -0.5742
F 1.236 1.088 -0.812 -0.6976
F 1.581 -1.012 -0.020 -0.4965
F -0.392 -0.577 -0.935 -0.3371
F -0.224 -0.725 1.434 -0.7190
F -0.700 1.245 0.389 -0.3220
C -5.863 4.229 -0.920 -1.4621
C -5.616 3.180 -2.003 -0.2790
C -4.340 2.409 -1.725 -0.6899
N -4.023 1.312 -2.718 0.3211
C -3.647 1.865 -4.045 -0.9749
C -2.871 0.494 -2.135 -0.2706
C -3.535 -0.481 -1.158 -0.0370
C -5.031 -0.496 -1.527 -0.8664
C -5.109 0.271 -2.822 -0.6579
H -5.004 4.879 -0.759 0.3303
H -6.196 3.790 0.022 0.3883
H -6.703 4.857 -1.219 0.4232
H -5.608 3.645 -2.990 0.3704
H -6.459 2.486 -1.998 0.2352
H -4.407 1.940 -0.743 0.4325
H -3.448 3.038 -1.726 0.3128
H -3.416 1.035 -4.711 0.4280
H -2.734 2.439 -3.900 0.3353
H -4.464 2.439 -4.468 0.3708
H -2.374 -0.007 -2.962 0.1897
H -2.200 1.159 -1.600 -0.0287
H -3.066 -1.460 -1.258 0.1146
H -3.293 -0.170 -0.142 0.1999
H -5.417 -1.510 -1.573 0.4298
H -5.605 0.019 -0.755 0.3840
H -4.865 -0.347 -3.684 0.4965
H -6.057 0.774 -2.990 0.4520
C 0.692 -3.574 -7.591 -1.3829
C 1.057 -2.979 -6.234 -0.1925
C 1.691 -1.600 -6.391 -0.8479
N 1.785 -0.832 -5.075 0.5623
C 2.429 -1.649 -3.991 -1.3606
C 0.414 -0.355 -4.576 -0.9793
C 0.600 1.103 -4.212 0.6948
C 1.548 1.559 -5.331 -0.7956
C 2.568 0.447 -5.286 -0.4712
H 1.589 -3.783 -8.173 0.3544
H 0.038 -2.897 -8.135 0.3706
H 0.221 -4.543 -7.433 0.3837
H 1.817 -3.582 -5.731 0.3379
H 0.200 -2.881 -5.561 0.2814
H 1.111 -0.942 -7.041 0.4199
H 2.719 -1.633 -6.747 0.5202
H 1.756 -2.441 -3.690 0.5921
H 2.577 -0.971 -3.150 0.4397
H 3.418 -1.950 -4.329 0.3226
H 0.060 -1.035 -3.804 0.3277
H -0.250 -0.469 -5.436 0.2849
H 1.099 1.183 -3.243 -0.3493
H -0.371 1.586 -4.114 0.0031
H 1.991 2.517 -5.072 0.4150
H 0.999 1.610 -6.270 0.3809
H 3.310 0.593 -4.505 0.3918
H 3.138 0.374 -6.212 0.3310
C -3.411 -3.457 2.933 -1.7506
C -2.393 -3.490 1.778 0.9882
C -1.609 -4.766 1.816 -0.8593
N -0.715 -5.011 0.616 0.4925
C -1.525 -5.344 -0.584 -0.8027
C 0.265 -6.154 0.929 -0.3861
C 1.605 -5.723 0.325 -0.7535
C 1.326 -4.452 -0.464 -0.5029
C 0.187 -3.829 0.308 -0.0558
H -2.944 -3.829 3.846 0.3839
H -4.281 -4.066 2.697 0.4610
H -3.776 -2.446 3.104 0.4109
H -1.730 -2.624 1.762 -0.4209
H -3.000 -3.429 0.867 0.1372
H -2.239 -5.654 1.898 0.3236
H -0.924 -4.770 2.665 0.5112
H -0.925 -5.354 -1.485 0.3823
H -2.317 -4.605 -0.667 0.2216
H -1.980 -6.322 -0.438 0.3733
H -0.159 -7.039 0.466 0.3376
H 0.328 -6.248 2.006 0.3469
H 2.017 -6.538 -0.269 0.3707
H 2.328 -5.544 1.119 0.3480
H 1.030 -4.615 -1.501 0.3352
H 2.204 -3.812 -0.528 0.3371
H -0.429 -3.059 -0.152 0.0446
H 0.522 -3.402 1.256 -0.2621
C 3.698 3.042 0.074 -1.3841
C 2.779 3.825 1.002 -0.2709
C 1.444 4.136 0.336 -0.2426
N 0.385 4.697 1.255 0.6202
C -0.760 5.142 0.426 -1.4642
C -0.151 3.654 2.251 1.1643
C -0.174 4.325 3.619 -0.3432
C -0.013 5.825 3.368 -1.0210
C 0.853 5.847 2.124 -0.5302
H 3.657 3.412 -0.951 0.3916
H 3.471 1.976 0.075 0.1486
H 4.731 3.139 0.407 0.4481
H 3.289 4.772 1.209 0.4152
H 2.640 3.373 1.987 0.3830
H 1.013 3.225 -0.082 -0.2712
H 1.588 4.865 -0.461 0.6349
H -1.110 4.284 -0.146 0.5339
H -0.460 5.929 -0.262 0.3703
H -1.550 5.527 1.067 0.4650
H -1.132 3.307 1.938 0.0783
H 0.487 2.776 2.193 -1.3618
H -1.088 4.104 4.172 0.5031
H 0.607 3.933 4.274 0.2781
H -0.937 6.386 3.256 0.3293
H 0.555 6.301 4.166 0.4366
H 0.742 6.761 1.533 0.3476
H 1.923 5.794 2.296 0.4154
C 6.087 -0.115 3.272 -1.3834
C 4.750 -0.771 3.640 -0.2392
C 3.771 0.280 4.148 -0.1155
N 2.545 -0.239 4.856 0.2354
C 1.679 0.953 5.161 -0.1804
C 0.238 0.638 5.518 -1.0061
C -0.419 -0.356 4.600 0.0507
C 0.446 -1.596 4.395 -0.0238
C 1.854 -1.231 3.957 -0.5204
C 2.928 -0.893 6.147 -0.8736
H 6.806 -0.900 3.034 0.4075
H 6.547 0.372 4.133 0.3842
H 5.975 0.541 2.413 0.3030
H 4.920 -1.587 4.343 0.3589
H 4.366 -1.216 2.718 0.2034
H 3.449 0.888 3.305 -0.3060
H 4.303 0.900 4.874 0.6417
H 1.715 1.589 4.273 -0.1600
H 2.197 1.514 5.939 0.4314
H -0.292 1.596 5.566 0.5506
H 0.145 0.377 6.581 0.4196
H -0.598 0.118 3.630 -0.3858
H -1.386 -0.727 4.940 0.5802
H 0.027 -2.262 3.639 -0.7789
H 0.499 -2.212 5.299 0.6884
H 1.780 -0.851 2.939 -0.1757
H 2.524 -2.088 3.950 0.7068
H 3.509 -1.790 5.979 0.3748
H 2.011 -1.146 6.678 0.4772
H 3.418 -0.139 6.758 0.3428
```


Taking the records one at a time from the top gives LUMO level values of 1.91; -7.80 eV.
Taking the records one at a time from the top gives energy values of -8939.7079; -2830.7253 Eh.